No. 1
{
  "formula": "C34H48N3PTl",
  "method": "the ωB97M-V functional and the def2-TZVPD basis",
  "de_lowest_kcal_mol": 16.2,
  "multiplicity": 1,
  "energy_ev": -54486.6584,
  "total_charge": -1,
  "homo_ev": -2.228,
  "symbols": ["Tl", "N", "N", "C", "C", "C", "C", "H", "H", "H", "C", "C", "H", "H", "H", "C", "C", "H", "H", "H", "C", "H", "H", "H", "C", "H", "H", "H", "C", "H", "C", "H", "C", "H", "C", "H", "C", "C", "H", "C", "C", "H", "C", "H", "N", "C", "C", "C", "H", "C", "C", "H", "H", "H", "C", "H", "C", "C", "H", "H", "H", "C", "H", "H", "H", "C", "C", "P", "C", "C", "C", "C", "H", "H", "H", "H", "H", "H", "H", "H", "H", "H", "H", "H", "H", "H", "H"],
  "xyz": [[0.9637, -0.8834, 1.0770], [1.6516, 0.9757, -0.6924], [-0.2063, 1.8198, -2.9531], [-1.6369, 1.5821, 2.4622], [-1.2240, 2.7176, 1.7169], [0.0324, 3.1418, 2.2250], [0.8481, 4.2549, 1.7020], [0.2074, 5.0196, 1.2472], [1.5593, 3.9164, 0.9311], [1.4311, 4.7205, 2.5071], [0.3959, 2.2680, 3.2828], [1.6472, 2.3235, 4.0669], [1.4885, 1.9198, 5.0746], [1.9975, 3.3597, 4.1596], [2.4572, 1.7402, 3.5986], [-0.6303, 1.2971, 3.4228], [-0.6251, 0.1567, 4.3642], [-0.1025, -0.7256, 3.9557], [-1.6512, -0.1497, 4.6002], [-0.1226, 0.4326, 5.3003], [-1.9383, 3.3119, 0.5702], [-1.7463, 4.3907, 0.5002], [-3.0218, 3.1537, 0.6511], [-1.6103, 2.8542, -0.3779], [-2.8647, 0.7934, 2.2399], [-2.6957, -0.0237, 1.5207], [-3.6680, 1.4198, 1.8311], [-3.2224, 0.3398, 3.1747], [2.5938, 1.2659, 0.2465], [2.2556, 1.4505, 1.2799], [3.9653, 1.2706, -0.0340], [4.6758, 1.2572, 0.7918], [4.3632, 1.3015, -1.3761], [5.4165, 1.2561, -1.6533], [3.3785, 1.4498, -2.3386], [3.6163, 1.5945, -3.3936], [1.9897, 1.4704, -1.9761], [1.1398, 2.0586, -2.9620], [1.5427, 2.5339, -3.8562], [-0.8650, 1.1890, -1.9434], [-1.1665, 2.1471, -3.9411], [-0.8937, 2.7047, -4.8175], [-2.3225, 1.5799, -3.5798], [-3.2679, 1.5437, -4.0938], [-2.1227, 0.9159, -2.3560], [-3.0358, 0.1437, -1.6059], [-4.3297, 0.6112, -1.3773], [-5.1943, -0.1602, -0.5837], [-6.2190, 0.1848, -0.4309], [-4.7736, -1.3534, 0.0158], [-5.7306, -2.1748, 0.8341], [-5.4399, -2.1916, 1.8938], [-5.7514, -3.2155, 0.4853], [-6.7421, -1.7633, 0.7626], [-3.4546, -1.7627, -0.1381], [-3.1109, -2.6787, 0.3533], [-2.5283, -1.0417, -0.9626], [-1.2217, -1.5199, -1.1171], [-0.6055, -1.2041, -1.9575], [-0.9695, -2.4714, -0.6448], [-0.4067, 0.7844, -1.0572], [-4.8117, 1.9316, -1.8959], [-4.9304, 1.9374, -2.9867], [-4.1590, 2.7687, -1.6070], [-5.8001, 2.1304, -1.4643], [4.5653, -2.1356, 1.2106], [4.2217, -2.3806, -0.2564], [2.4222, -2.5780, -0.5841], [2.2872, -2.4564, -2.4020], [3.0926, -3.5075, -3.1656], [2.1614, -4.3557, -0.1891], [1.8218, -4.6188, 1.2776], [4.2899, -2.9834, 1.8515], [5.6499, -1.9939, 1.3020], [4.0849, -1.2289, 1.6051], [4.5706, -1.5401, -0.8772], [4.7148, -3.2931, -0.6289], [1.2151, -2.5274, -2.6418], [2.6087, -1.4404, -2.6794], [4.1697, -3.4044, -2.9896], [2.9202, -3.3795, -4.2397], [2.7919, -4.5271, -2.8983], [1.3471, -4.7096, -0.8413], [3.0758, -4.8946, -0.4840], [0.9928, -3.9915, 1.6340], [1.5135, -5.6650, 1.3894], [2.6849, -4.4600, 1.9362]]
}


No. 2
{
  "formula": "C60H111F18N3O24S3",
  "method": "the ωB97M-V functional and the def2-TZVPD basis",
  "multiplicity": 1,
  "energy_ev": -199042.3876,
  "smiles": "CC1(C)CCCC(C)(C)N1O.CC1(C)CCCC(C)(C)N1O.CC1(C)CCCC(C)(C)N1O.CCOC(=O)C(F)(F)F.CCOC(=O)C(F)(F)F.CCOC(=O)C(F)(F)F.CCOC(=O)C(F)(F)F.CCOC(=O)C(F)(F)F.CCOC(=O)C(F)(F)F.CCOS(C)(=O)=O.CCOS(C)(=O)=O.CCOS(C)(=O)=O",
  "total_charge": 0,
  "homo_ev": -7.906,
  "symbols": ["C", "C", "C", "C", "C", "C", "C", "C", "C", "N", "O", "H", "H", "H", "H", "H", "H", "H", "H", "H", "H", "H", "H", "H", "H", "H", "H", "H", "H", "H", "C", "C", "C", "C", "C", "C", "C", "C", "C", "N", "O", "H", "H", "H", "H", "H", "H", "H", "H", "H", "H", "H", "H", "H", "H", "H", "H", "H", "H", "H", "C", "C", "C", "C", "C", "C", "C", "C", "C", "N", "O", "H", "H", "H", "H", "H", "H", "H", "H", "H", "H", "H", "H", "H", "H", "H", "H", "H", "H", "H", "C", "C", "O", "C", "O", "C", "F", "F", "F", "H", "H", "H", "H", "H", "C", "C", "O", "C", "O", "C", "F", "F", "F", "H", "H", "H", "H", "H", "C", "C", "O", "C", "O", "C", "F", "F", "F", "H", "H", "H", "H", "H", "C", "C", "O", "C", "O", "C", "F", "F", "F", "H", "H", "H", "H", "H", "C", "C", "O", "C", "O", "C", "F", "F", "F", "H", "H", "H", "H", "H", "C", "C", "O", "C", "O", "C", "F", "F", "F", "H", "H", "H", "H", "H", "C", "C", "O", "S", "C", "O", "O", "H", "H", "H", "H", "H", "H", "H", "H", "C", "C", "O", "S", "C", "O", "O", "H", "H", "H", "H", "H", "H", "H", "H", "C", "C", "O", "S", "C", "O", "O", "H", "H", "H", "H", "H", "H", "H", "H"],
  "xyz": [[-5.9329, -14.0129, 28.8889], [-7.4396, -14.1363, 28.6861], [-8.0553, -15.0747, 29.7322], [-7.9713, -12.7282, 28.9960], [-9.4431, -12.4668, 28.6028], [-9.5707, -12.7806, 27.1105], [-9.0439, -14.1475, 26.6680], [-10.1307, -15.1971, 27.1178], [-8.9064, -14.0288, 25.1640], [-7.6757, -14.4567, 27.2359], [-7.1882, -15.7315, 26.9232], [-5.4224, -13.3525, 28.1880], [-5.6914, -13.5863, 29.8625], [-5.3592, -14.9365, 28.8111], [-9.0964, -14.8965, 30.0014], [-7.8780, -16.1043, 29.4214], [-7.5235, -14.9073, 30.6688], [-7.8236, -12.5198, 30.0557], [-7.4321, -11.9987, 28.3917], [-10.1498, -13.0810, 29.1610], [-9.6976, -11.4146, 28.7297], [-8.9515, -12.0952, 26.5317], [-10.5805, -12.6116, 26.7366], [-10.3370, -15.2157, 28.1879], [-9.7427, -16.2106, 27.0155], [-11.0372, -15.1665, 26.5133], [-7.8775, -13.7762, 24.9079], [-9.6415, -13.4393, 24.6160], [-8.9945, -15.0340, 24.7515], [-6.6108, -15.4765, 26.1998], [-14.1203, -14.5373, 24.7423], [-13.3280, -14.2723, 23.4297], [-12.5226, -12.9799, 23.5272], [-12.3527, -15.4499, 23.4499], [-11.3887, -15.5708, 22.2192], [-12.3039, -15.6582, 20.9695], [-13.3613, -14.5148, 20.8096], [-12.5912, -13.2234, 20.2897], [-14.3721, -14.9648, 19.7318], [-14.0760, -14.3564, 22.1182], [-15.0946, -13.4299, 22.1376], [-15.0166, -13.9188, 24.7884], [-14.6336, -15.4943, 24.8361], [-13.6207, -14.3159, 25.6855], [-12.2994, -12.8209, 24.5822], [-11.5203, -12.9805, 23.0987], [-13.1133, -12.1231, 23.2030], [-11.7692, -15.3363, 24.3636], [-12.8892, -16.3914, 23.5672], [-10.6676, -14.7534, 22.2120], [-10.7591, -16.4409, 22.4056], [-12.7654, -16.6456, 20.9636], [-11.7030, -15.5958, 20.0622], [-12.2707, -13.3437, 19.2549], [-11.6115, -13.0660, 20.7408], [-13.1297, -12.2801, 20.3812], [-13.8482, -15.3369, 18.8514], [-15.0715, -14.1900, 19.4177], [-14.8916, -15.8897, 19.9823], [-15.8452, -13.9849, 22.3614], [-11.8172, -14.7071, 13.8647], [-11.4318, -13.2483, 13.5474], [-11.3678, -13.1328, 12.0004], [-12.5519, -12.3199, 14.1165], [-12.6114, -12.1279, 15.6424], [-11.2615, -11.5547, 16.1217], [-10.0713, -12.5337, 15.7600], [-8.7309, -11.7586, 16.0218], [-10.0255, -13.7684, 16.7413], [-10.1926, -13.0176, 14.3145], [-9.1872, -13.7614, 13.9671], [-12.1584, -14.9157, 14.8787], [-12.6278, -15.1386, 13.2774], [-11.0838, -15.4691, 13.6007], [-10.6472, -13.8649, 11.6360], [-12.3122, -13.3524, 11.5025], [-10.8924, -12.2122, 11.6619], [-12.4460, -11.3030, 13.7387], [-13.5782, -12.5772, 13.8546], [-13.3463, -11.4280, 16.0400], [-12.7479, -13.0594, 16.1918], [-11.3052, -11.4214, 17.2026], [-11.1517, -10.5765, 15.6534], [-7.8316, -12.2034, 15.5956], [-8.5151, -11.6589, 17.0856], [-8.7174, -10.7733, 15.5559], [-9.1571, -14.4030, 16.5643], [-10.9023, -14.4158, 16.7242], [-10.0296, -13.4157, 17.7726], [-8.5694, -13.0947, 13.6583], [-18.0503, -15.4094, 19.8485], [-18.9937, -15.8537, 21.0667], [-19.1230, -14.7438, 21.9253], [-18.1676, -14.4042, 22.8127], [-17.0774, -14.9337, 22.8741], [-18.6087, -13.2274, 23.8199], [-19.0507, -13.8175, 24.8969], [-17.5648, -12.4663, 24.1709], [-19.5969, -12.4806, 23.2376], [-17.5669, -14.4327, 19.8711], [-18.6098, -15.5710, 18.9271], [-17.1586, -16.0235, 19.7229], [-18.4131, -16.6329, 21.5605], [-19.9877, -16.2618, 20.8835], [-16.8084, -19.9208, 16.3418], [-15.6125, -18.9577, 16.6927], [-16.0171, -17.6197, 16.3929], [-15.1148, -16.6268, 16.3039], [-13.9227, -16.8454, 16.5381], [-15.7372, -15.3196, 15.8138], [-16.9514, -15.4639, 15.3363], [-15.7969, -14.3920, 16.8218], [-14.9441, -14.7832, 14.8707], [-16.5689, -20.9179, 16.7112], [-17.1434, -19.8352, 15.3081], [-17.6116, -19.5337, 16.9688], [-14.7806, -19.1548, 16.0165], [-15.2553, -19.0767, 17.7156], [-17.4142, -17.8112, 24.6550], [-17.7828, -16.8957, 25.8459], [-19.0287, -17.3778, 26.4737], [-20.2182, -17.3029, 25.9656], [-20.5065, -16.6572, 24.9439], [-21.2826, -18.1659, 26.7062], [-21.5323, -19.2549, 25.9977], [-20.7470, -18.5586, 27.8426], [-22.3671, -17.4650, 27.0204], [-16.4984, -17.6729, 24.0803], [-18.2365, -17.6699, 23.9536], [-17.5607, -18.8619, 24.9052], [-17.7940, -15.9156, 25.3692], [-17.0083, -16.8644, 26.6123], [-12.7635, -11.3082, 31.1714], [-12.8249, -10.4662, 29.8618], [-13.3264, -11.2643, 28.8076], [-13.7008, -10.5857, 27.6827], [-13.4159, -9.3866, 27.4254], [-14.7018, -11.4166, 26.8993], [-15.9673, -10.8643, 26.8692], [-14.2010, -11.5173, 25.6452], [-14.8548, -12.6738, 27.4128], [-13.7853, -11.4750, 31.5120], [-12.1394, -10.8770, 31.9541], [-12.4727, -12.3477, 31.0200], [-11.8468, -10.1157, 29.5322], [-13.3921, -9.5582, 30.0663], [-10.9825, -17.4227, 15.7056], [-9.6288, -17.6666, 16.3945], [-9.7211, -17.5319, 17.7987], [-10.0861, -18.4922, 18.6118], [-10.5856, -19.5619, 18.1787], [-9.7098, -18.4686, 20.1317], [-10.6885, -18.7711, 20.9341], [-8.7778, -19.4153, 20.2943], [-9.1957, -17.2630, 20.3793], [-11.3657, -16.4858, 16.1101], [-11.6410, -18.2677, 15.9066], [-10.8651, -17.3695, 14.6233], [-8.9655, -16.9286, 15.9434], [-9.2786, -18.6774, 16.1856], [-8.1718, -7.6674, 16.8114], [-7.6677, -8.7431, 17.7937], [-8.8092, -9.3997, 18.3676], [-9.5347, -8.7700, 19.2568], [-9.5106, -7.5448, 19.5520], [-10.5938, -9.6852, 20.0018], [-11.8381, -9.5231, 19.5848], [-10.2714, -10.9274, 19.7589], [-10.4737, -9.4743, 21.3041], [-8.7395, -6.8241, 17.2047], [-8.8507, -8.0730, 16.0612], [-7.3154, -7.2090, 16.3170], [-7.0065, -8.3880, 18.5842], [-7.1845, -9.5466, 17.2378], [-14.2226, -19.3985, 28.9675], [-13.6256, -18.6330, 30.0998], [-13.9439, -17.2349, 30.0106], [-13.4567, -16.3028, 28.7091], [-13.0673, -14.7600, 29.7195], [-12.1778, -16.7914, 28.1695], [-14.6356, -16.0482, 27.8283], [-14.0103, -20.4676, 28.9696], [-13.8744, -19.0635, 27.9905], [-15.3077, -19.2982, 28.9904], [-14.0385, -18.9328, 31.0630], [-12.5673, -18.7643, 30.3253], [-12.3655, -15.1099, 30.4766], [-14.0048, -14.5426, 30.2313], [-12.7044, -14.1343, 28.9041], [-16.0765, -10.4632, 16.3729], [-15.6757, -10.1460, 17.7981], [-16.7145, -10.7828, 18.5727], [-17.1374, -10.0282, 20.0235], [-15.5504, -10.1384, 20.8695], [-17.4516, -8.6486, 19.7628], [-17.9843, -10.9683, 20.7429], [-15.9572, -11.5044, 16.0733], [-15.4575, -9.9174, 15.6608], [-17.1413, -10.2740, 16.2367], [-14.7922, -10.7120, 18.0935], [-15.5132, -9.0841, 17.9824], [-15.7781, -9.7332, 21.8554], [-14.8090, -9.5510, 20.3279], [-15.2428, -11.1786, 20.9767], [-12.3788, -18.5298, 25.0058], [-10.9016, -18.4978, 24.6010], [-10.3195, -19.7689, 24.7885], [-9.3574, -19.9363, 26.0949], [-7.8989, -18.9852, 25.4078], [-9.9625, -19.1555, 27.1637], [-9.0898, -21.3577, 26.2522], [-12.5954, -19.2342, 25.8090], [-12.9592, -18.8783, 24.1515], [-12.7666, -17.6170, 25.4579], [-10.5368, -18.1155, 23.6476], [-10.3979, -17.7570, 25.2219], [-7.9405, -19.0110, 24.3189], [-6.9788, -19.4572, 25.7525], [-7.9146, -17.9400, 25.7166]]
}


No. 3
{
  "formula": "CH3ClI2Si",
  "method": "the ωB97M-V functional and the def2-TZVPD basis",
  "de_lowest_kcal_mol": 0.0,
  "multiplicity": 1,
  "energy_ev": -37690.5611,
  "smiles": "C[Si](Cl)(I)I",
  "total_charge": 0,
  "homo_ev": -9.642,
  "symbols": ["C", "Si", "Cl", "I", "I", "H", "H", "H"],
  "xyz": [[-0.3889, 0.0917, -0.1955], [-2.1790, -0.0453, -0.7137], [-2.1689, 0.1594, -2.7123], [-3.2344, -1.9784, 0.3587], [-3.2098, 1.9328, 0.3084], [-0.4460, -0.1196, 0.9454], [0.0893, -0.8304, -0.5432], [-0.0005, 1.1141, -0.5764]]
}


No. 4
{
  "formula": "C10H12FO15Pb",
  "method": "the ωB97M-V functional and the def2-TZVPD basis",
  "de_lowest_kcal_mol": 275.0,
  "multiplicity": 1,
  "energy_ev": -49236.0772,
  "total_charge": -1,
  "homo_ev": -5.264,
  "symbols": ["Pb", "O", "C", "O", "O", "H", "O", "C", "O", "O", "H", "O", "C", "O", "O", "H", "C", "C", "C", "O", "C", "O", "O", "H", "H", "H", "H", "H", "H", "C", "C", "O", "C", "O", "O", "F", "H", "H", "H"],
  "xyz": [[2.1477, -2.1149, -2.9585], [4.8725, 3.7603, -5.1636], [4.7027, 2.4984, -4.6835], [4.6031, 1.5596, -5.5115], [4.6391, 2.2524, -3.4504], [4.9822, 3.4579, -6.0681], [7.3003, -6.3665, -2.1824], [6.1403, -5.7345, -2.3101], [5.6469, -5.6242, -3.4229], [5.7019, -5.1123, -1.3751], [7.3541, -6.4425, -3.1379], [-2.3643, -6.9628, -4.8236], [-1.4535, -6.0615, -4.4778], [-1.0192, -5.2926, -5.3377], [-1.0681, -5.9632, -3.3375], [-2.2290, -6.8806, -5.7704], [-6.4257, 1.4478, 1.8108], [-5.7540, 2.3067, 0.6635], [-4.6590, 3.3720, 0.9553], [-3.5095, 2.8179, 0.3541], [-3.8762, 1.8300, -0.4091], [-3.1475, 1.2047, -1.1761], [-5.1413, 1.4865, -0.2582], [-5.7435, 0.8572, 2.4223], [-7.1828, 0.7470, 1.4589], [-6.9607, 2.1520, 2.4480], [-6.5005, 2.9408, 0.1852], [-4.5386, 3.4092, 2.0380], [-4.9187, 4.3665, 0.5924], [1.1262, 2.3060, 5.8982], [2.5672, 2.4956, 5.6178], [2.6788, 2.0377, 4.2912], [1.7578, 1.1183, 4.1043], [1.7146, 0.2274, 3.2125], [0.9171, 1.1875, 5.1377], [3.2936, 1.6906, 6.4310], [0.5403, 3.1220, 5.4751], [0.9126, 2.3831, 6.9643], [2.8932, 3.5207, 5.7936]]
}


> Which formula does entry 4 have?

C10H12FO15Pb